w.
# C3H4NS

A gas-phase ion, C3H4NS (charge +1) (ωB97M-V/def2-TZVPD, the OMol25 dataset).

Its SMILES is S=C=C1C[NH2+]1. The charge is +1. The lowest unoccupied orbital energy comes out at -5.895 eV. The gap between HOMO and LUMO comes out at 7.994 eV. For the HOMO energy, the calculation gives -13.9 eV.

Each atom is followed by the atoms it is bonded to, with distances in Å.
Geometry (Å):
1 S 1.499 1.538 2.026  C2 1.540
2 C 1.083 0.194 1.401  S1 1.540, C3 1.288
3 C 0.122 -0.358 0.745  C2 1.288, C4 1.513, N5 1.433
4 C -0.443 0.494 -0.370  C3 1.513, N5 1.472, H6 1.130, H7 1.053
5 N -0.236 -0.957 -0.506  C3 1.433, C4 1.472, H8 1.112, H9 0.963
6 H 0.091 1.138 -1.130  C4 1.130
7 H -1.449 0.805 -0.342  C4 1.053
8 H 0.396 -1.403 -1.305  N5 1.112
9 H -1.063 -1.449 -0.519  N5 0.963

***

x.
# C3H4NS

A gas-phase ion, C3H4NS (charge +1) (ωB97M-V/def2-TZVPD, the OMol25 dataset).

The charge is +1. The lowest unoccupied orbital energy comes out at -5.632 eV. The gap between HOMO and LUMO comes out at 7.784 eV. For the HOMO energy, the calculation gives -13.4 eV.

Each atom is followed by the atoms it is bonded to, with distances in Å.
Geometry (Å):
1 C 0.372 1.315 -0.072  N4 1.183, S5 2.093, H6 1.014
2 C 1.635 -1.252 0.076  S5 1.502, H7 1.063
3 C -1.524 -0.126 -0.092  N4 1.253, H8 1.104, H9 1.183
4 N -0.610 0.695 0.156  C1 1.183, C3 1.253
5 S 2.120 0.169 0.040  C1 2.093, C2 1.502
6 H 0.744 2.244 0.089  C1 1.014
7 H 1.336 -2.270 0.140  C2 1.063
8 H -1.928 -0.152 -1.120  C3 1.104
9 H -2.145 -0.624 0.783  C3 1.183

***

y.
# C3H4NS

A gas-phase ion, C3H4NS (charge +1) (ωB97M-V/def2-TZVPD, the OMol25 dataset).

The charge is +1. The lowest unoccupied orbital energy comes out at -6.932 eV. The gap between HOMO and LUMO comes out at 8.197 eV. For the HOMO energy, the calculation gives -15.1 eV.

Each atom is followed by the atoms it is bonded to, with distances in Å.
Geometry (Å):
1 C 1.208 -0.408 0.018  N4 1.230, H6 1.159
2 C -0.955 -1.185 0.000  N4 1.369, S5 1.636, H7 1.054
3 C -0.085 1.270 0.071  S5 1.751, H8 1.102, H9 1.141
4 N 0.402 -1.334 0.102  C1 1.230, C2 1.369
5 S -1.563 0.333 0.003  C2 1.636, C3 1.751
6 H 2.362 -0.427 -0.081  C1 1.159
7 H -1.559 -2.048 0.040  C2 1.054
8 H -0.078 2.114 0.779  C3 1.102
9 H 0.267 1.686 -0.931  C3 1.141

***

The structure with the greatest stability is y.

***

w.
# CH5PS

2 unconnected molecules or ions with the total composition CH5PS (ωB97M-V/def2-TZVPD, the OMol25 dataset).

Its SMILES is C=S.P. The charge is 0. The lowest unoccupied orbital energy comes out at -0.524 eV. The gap between HOMO and LUMO comes out at 8.429 eV. For the HOMO energy, the calculation gives -9.0 eV.

Each atom is followed by the atoms it is bonded to, with distances in Å.
Geometry (Å):
1 C 1.957 0.025 0.409  S2 1.621, H3 1.146, H4 1.027
2 S 1.726 -1.284 -0.519  C1 1.621
3 H 2.469 -0.206 1.407  C1 1.146
4 H 1.515 0.888 0.070  C1 1.027
5 P -1.967 0.490 0.129  H6 1.353, H7 1.411, H8 1.404
6 H -2.105 -0.853 0.214  P5 1.353
7 H -0.835 0.298 -0.691  P5 1.411
8 H -2.760 0.642 -1.020  P5 1.404

***

x.
# CH5PS

2 unconnected molecules or ions with the total composition CH5PS (ωB97M-V/def2-TZVPD, the OMol25 dataset).

Its SMILES is C=P.S. The charge is 0. The lowest unoccupied orbital energy comes out at 0.172 eV. The gap between HOMO and LUMO comes out at 9.927 eV. For the HOMO energy, the calculation gives -9.8 eV.

Each atom is followed by the atoms it is bonded to, with distances in Å.
Geometry (Å):
1 C 1.334 -1.442 0.148  P2 1.659, H3 1.094, H4 1.137
2 P 1.073 0.196 0.179  C1 1.659, H5 1.395
3 H 2.213 -2.071 0.321  C1 1.094
4 H 0.378 -2.040 0.004  C1 1.137
5 H 2.402 0.619 0.119  P2 1.395
6 S -2.989 -0.850 -0.215  H7 1.382, H8 1.346
7 H -3.661 -1.502 -1.231  S6 1.382
8 H -2.226 -0.307 -1.183  S6 1.346

***

The structure with the greatest stability is x.

***

w.
# C3H10NO3S

3 unconnected molecules or ions with the total composition C3H10NO3S (ωB97M-V/def2-TZVPD, the OMol25 dataset).

The charge is -1. The lowest unoccupied orbital energy comes out at 3.617 eV. The gap between HOMO and LUMO comes out at 6.799 eV. For the HOMO energy, the calculation gives -3.2 eV.

Each atom is followed by the atoms it is bonded to, with distances in Å.
Geometry (Å):
1 O 1.956 2.509 0.417  C2 1.240
2 C 1.768 1.473 -0.236  O1 1.240, N3 1.361, H7 1.087
3 N 0.621 0.743 -0.171  C2 1.361, C4 1.471, H8 1.070
4 C 0.505 -0.698 -0.445  N3 1.471, C5 1.632, H9 1.147, H10 1.060
5 C -0.039 -0.917 -1.968  C4 1.632, S6 1.829, H11 1.146, H12 1.100
6 S -1.805 -1.343 -2.178  C5 1.829
7 H 2.623 0.977 -0.689  C2 1.087
8 H -0.303 1.144 0.190  N3 1.070
9 H -0.212 -1.258 0.253  C4 1.147
10 H 1.466 -1.139 -0.376  C4 1.060
11 H 0.537 -1.755 -2.498  C5 1.146
12 H 0.314 0.011 -2.441  C5 1.100
13 H -0.502 0.197 3.009  O15 0.926
14 H 0.791 0.727 2.275  O15 0.921
15 O 0.113 0.877 2.880  H13 0.926, H14 0.921
16 H -2.809 0.142 0.338  O18 0.996
17 H -2.488 -1.248 0.543  O18 0.978
18 O -2.538 -0.443 1.097  H16 0.996, H17 0.978

***

x.
# C3H10NO3S

3 unconnected molecules or ions with the total composition C3H10NO3S (ωB97M-V/def2-TZVPD, the OMol25 dataset).

The charge is -1. The lowest unoccupied orbital energy comes out at 3.708 eV. The gap between HOMO and LUMO comes out at 7.729 eV. For the HOMO energy, the calculation gives -4.0 eV.

Each atom is followed by the atoms it is bonded to, with distances in Å.
Geometry (Å):
1 O -0.729 0.105 -1.013  C2 1.276
2 C -0.049 0.941 -0.328  O1 1.276, C3 1.555, S5 2.207, H7 1.097
3 C 1.425 0.611 0.042  C2 1.555, C4 1.532, N6 1.434, H8 1.100
4 C 1.494 1.232 1.440  C3 1.532, S5 1.846, H9 1.082, H10 1.095
5 S -0.298 1.082 1.860  C2 2.207, C4 1.846
6 N 1.637 -0.806 -0.025  C3 1.434, H11 1.002, H12 1.006
7 H -0.263 1.999 -0.524  C2 1.097
8 H 2.117 1.125 -0.641  C3 1.100
9 H 2.022 0.646 2.180  C4 1.082
10 H 1.768 2.286 1.321  C4 1.095
11 H 2.443 -1.073 -0.556  N6 1.002
12 H 0.817 -1.301 -0.333  N6 1.006
13 H -2.219 -2.004 0.734  O15 0.962
14 H -1.744 -1.180 -0.447  O15 0.989
15 O -2.433 -1.840 -0.190  H13 0.962, H14 0.989
16 H -0.302 -0.896 -2.522  O18 0.990
17 H -1.199 -2.071 -2.778  O18 0.966
18 O -0.331 -1.738 -3.042  H16 0.990, H17 0.966

***

The structure with the greatest stability is x.